Record 1
{"formula": "C52H42BBr2Cl2F41N3O10PS", "method": "ωB97M-V/def2-TZVPD", "orbital_gap_ev": 8.1, "e_lumo_ev": -0.83, "symbols": ["Br", "Br", "Cl", "Cl", "S", "P", "F", "F", "F", "F", "F", "F", "F", "F", "F", "F", "F", "F", "F", "F", "F", "F", "F", "F", "F", "F", "F", "F", "F", "F", "F", "F", "F", "F", "F", "F", "F", "F", "F", "F", "F", "F", "F", "F", "F", "F", "F", "O", "O", "O", "O", "O", "O", "O", "O", "O", "O", "N", "N", "N", "C", "C", "C", "C", "C", "C", "C", "C", "C", "C", "C", "C", "C", "C", "C", "C", "C", "C", "C", "C", "C", "C", "C", "C", "C", "C", "C", "C", "C", "C", "C", "C", "C", "C", "C", "C", "C", "C", "C", "C", "C", "C", "C", "C", "C", "C", "C", "C", "C", "C", "C", "C", "B", "H", "H", "H", "H", "H", "H", "H", "H", "H", "H", "H", "H", "H", "H", "H", "H", "H", "H", "H", "H", "H", "H", "H", "H", "H", "H", "H", "H", "H", "H", "H", "H", "H", "H", "H", "H", "H", "H", "H", "H", "H", "H"], "xyz": [[-5.843, 0.938, 1.324], [-6.552, 3.742, 0.664], [-2.397, -4.083, -5.350], [-6.665, -0.460, -6.061], [-3.960, 2.336, -1.172], [-2.715, 2.138, -4.583], [-0.393, 10.276, -1.980], [4.008, -8.210, 4.394], [6.208, -1.737, -0.193], [4.789, -6.993, 0.245], [-0.690, 11.043, 2.338], [2.317, -8.502, 5.717], [7.095, -4.127, 2.804], [0.697, -7.007, 4.095], [5.536, -6.130, 8.664], [4.811, -6.967, 2.403], [0.073, 8.574, 1.247], [4.733, -1.885, -1.781], [6.443, -4.414, 6.787], [5.772, -3.906, 11.400], [-11.428, -0.925, -2.462], [-8.799, -0.911, -3.944], [-8.051, -1.565, -0.404], [0.535, 11.162, -3.727], [3.713, -4.683, 7.592], [6.562, -3.363, -3.313], [-10.542, -2.548, -1.271], [1.894, 11.917, -1.475], [-11.324, -2.189, -4.698], [8.474, -2.696, 0.917], [4.756, -6.417, 10.671], [-9.659, -3.566, -4.109], [3.918, -9.721, 2.321], [1.515, -8.759, 3.108], [5.982, -4.326, -1.473], [5.848, -9.321, 1.404], [4.043, -4.370, 5.473], [9.383, -4.611, 1.384], [4.259, -3.825, 9.866], [-1.293, 10.770, 0.285], [-7.864, -3.019, -1.976], [1.321, 9.616, -0.193], [5.926, -3.989, 0.986], [0.851, 13.554, -2.445], [-11.649, -3.762, -3.202], [-9.326, 0.231, -2.132], [5.940, -2.467, 5.973], [8.013, -3.384, -1.660], [0.423, 12.133, 0.787], [3.062, 0.919, -2.358], [-7.203, -2.969, -6.319], [2.881, -7.274, 1.298], [-1.928, 1.744, -5.813], [-2.145, -2.592, -3.217], [2.699, 3.671, 1.168], [0.946, 2.269, 1.015], [6.421, -3.509, 9.338], [-2.579, 0.827, -3.438], [2.916, 0.199, -0.014], [0.472, -1.434, -3.142], [-4.408, -0.892, -3.708], [-0.275, 6.458, -1.199], [2.300, -6.638, 2.439], [0.654, 1.105, -1.226], [2.828, -7.676, 4.768], [1.637, 4.374, -1.808], [-9.051, -1.057, -2.591], [-6.003, 0.280, -1.558], [-0.151, 11.452, -2.593], [1.199, 5.305, -2.856], [-0.215, 10.923, 1.079], [0.014, 12.835, -0.387], [-3.519, -1.443, -4.894], [4.518, -9.078, 1.300], [-2.189, 1.880, -1.125], [-3.862, 0.285, -3.034], [-1.304, 2.224, -0.025], [5.604, -3.364, 6.944], [1.850, -7.544, 3.600], [4.244, -7.573, 1.342], [-6.687, -2.198, -5.574], [-4.700, 0.865, -1.951], [7.055, -4.511, 1.503], [5.689, -5.751, 9.949], [0.133, 1.866, -0.063], [5.895, -2.686, 8.296], [-6.779, 1.047, -0.443], [-10.404, -1.874, -2.454], [-0.274, 0.770, -2.324], [6.063, -1.930, -1.520], [-5.697, -1.528, -3.324], [0.226, 6.382, -2.589], [-7.131, 2.591, -0.874], [-10.725, -2.843, -3.671], [8.403, -4.390, -0.723], [-1.703, 1.137, -2.319], [8.310, -4.032, 0.772], [0.169, 5.533, -0.154], [-1.809, 2.991, 1.240], [-7.826, -1.626, -1.781], [0.300, -0.021, -3.561], [1.131, 4.448, -0.424], [0.742, 9.730, 1.019], [0.660, 12.413, -1.721], [6.653, -3.270, -1.967], [-6.502, -0.960, -2.218], [-8.685, 2.836, -0.997], [-2.633, -2.601, -4.290], [5.516, -4.239, 10.116], [1.643, 3.448, 0.649], [4.154, -3.782, 6.694], [-6.075, -2.746, -4.196], [2.224, 0.730, -1.219], [-1.106, 11.898, -2.884], [-0.211, 5.641, 0.894], [9.464, -4.541, -0.930], [1.250, 0.469, -3.907], [6.680, -6.067, 10.281], [6.548, -1.099, -2.037], [-1.004, 7.282, -0.998], [-9.073, 2.640, -2.035], [-2.903, -0.626, -5.360], [-1.074, 12.903, -0.459], [-1.948, 2.315, 2.121], [-6.817, -3.477, -3.821], [3.362, 0.988, 0.475], [3.485, -2.917, 6.710], [3.708, -0.387, -0.312], [-8.882, 3.904, -0.725], [-2.735, 3.582, 0.991], [2.672, 1.576, -2.960], [7.938, -5.352, -0.948], [-0.449, 0.022, -4.391], [-4.125, -1.896, -5.717], [-5.185, -3.356, -4.529], [-9.234, 2.215, -0.231], [2.393, 3.605, -2.111], [3.016, -6.706, 5.236], [1.534, 9.828, 1.764], [-1.996, 3.239, -4.009], [-4.074, 2.450, -4.862], [1.411, -1.566, -2.764], [1.391, -6.180, 2.046], [5.055, -2.081, 8.645], [-6.582, 2.875, -1.808], [-1.031, 3.766, 1.498], [0.341, -2.001, -3.980], [-0.116, 7.081, -3.390], [-7.796, 0.641, -0.223], [6.978, -5.602, 1.481], [6.692, -1.966, 8.104], [2.906, -5.796, 2.782], [4.155, -9.512, 0.365], [0.343, 13.860, -0.206], [1.581, 5.252, -3.907]]}



Record 2
{"formula": "C10H16O", "method": "ωB97M-V/def2-TZVPD", "smiles": "Cc1ccc(O)cc1.CCC", "orbital_gap_ev": 9.6, "e_lumo_ev": 0.82, "symbols": ["O", "C", "C", "C", "C", "C", "C", "C", "C", "C", "C", "H", "H", "H", "H", "H", "H", "H", "H", "H", "H", "H", "H", "H", "H", "H", "H"], "xyz": [[2.977, -0.930, -0.206], [1.859, -0.789, 0.583], [0.306, -1.706, 2.205], [1.400, -1.876, 1.290], [0.264, 1.274, -3.198], [-0.678, 0.209, -2.688], [-1.267, -0.227, 3.409], [1.254, 0.505, 0.755], [-0.321, -0.514, 2.355], [-1.668, 0.888, -1.764], [0.179, 0.601, 1.574], [0.077, -2.582, 2.782], [1.353, 1.033, -3.386], [-1.243, -0.151, -3.566], [2.766, -1.092, -1.135], [1.722, 1.241, 0.069], [-1.226, 1.152, -0.770], [1.763, -2.918, 1.107], [-0.383, 1.532, 1.646], [-2.344, 0.107, -1.324], [-0.180, -0.575, -2.189], [-1.144, 0.494, 4.209], [-2.147, 1.741, -2.194], [0.444, 2.132, -2.519], [-0.036, 1.476, -4.245], [-2.295, 0.137, 3.165], [-1.434, -1.162, 4.035]]}



Record 3
{"formula": "C4H12O2", "method": "ωB97M-V/def2-TZVPD", "smiles": "C=C(C)C.O.O", "orbital_gap_ev": 9.8, "e_lumo_ev": 0.71, "symbols": ["O", "O", "C", "C", "C", "C", "H", "H", "H", "H", "H", "H", "H", "H", "H", "H", "H", "H"], "xyz": [[3.083, -0.549, -1.514], [-3.286, -0.284, 2.623], [0.229, 0.390, -0.326], [0.749, 1.650, -0.335], [0.632, -0.935, 0.318], [-1.060, 0.181, -1.007], [-0.851, -0.583, -1.720], [1.005, -1.504, -0.533], [1.506, 1.822, 0.276], [0.203, 2.405, -0.823], [-1.693, -0.131, -0.280], [2.230, -0.468, -2.040], [1.228, -0.950, 1.268], [-3.750, 0.201, 2.016], [-3.005, 0.271, 3.387], [3.183, -1.495, -1.291], [-1.484, 0.947, -1.581], [-0.250, -1.574, 0.551]]}



Record 4
{"formula": "C3H14O4", "method": "ωB97M-V/def2-TZVPD", "smiles": "CC(C)O.O.O.O", "orbital_gap_ev": 11.1, "e_lumo_ev": 0.49, "symbols": ["O", "O", "O", "O", "C", "C", "C", "H", "H", "H", "H", "H", "H", "H", "H", "H", "H", "H", "H", "H", "H"], "xyz": [[1.589, 1.692, -4.163], [-2.400, -3.825, 3.270], [-2.957, -1.351, 1.675], [-0.704, 1.161, -0.629], [1.574, 0.530, -1.145], [0.578, 0.399, 1.169], [0.640, 1.186, -0.130], [2.450, 1.467, -3.833], [-2.359, -0.610, 1.529], [1.061, 0.322, -2.082], [0.139, -0.581, 1.064], [1.956, -0.464, -0.891], [0.979, 2.186, 0.147], [1.605, 0.259, 1.481], [1.292, 2.558, -3.981], [2.456, 1.153, -1.299], [-0.722, 1.445, -1.540], [-3.312, -1.633, 0.830], [0.129, 0.888, 2.034], [-2.202, -3.229, 2.535], [-1.792, -3.555, 3.960]]}



Record 5
{"formula": "C35H30BBeN3O2S2", "method": "ωB97M-V/def2-TZVPD", "orbital_gap_ev": 7.2, "e_lumo_ev": -0.69, "symbols": ["S", "S", "O", "O", "N", "N", "N", "C", "C", "C", "C", "C", "C", "C", "C", "C", "C", "C", "C", "C", "C", "C", "C", "C", "C", "C", "C", "C", "C", "C", "C", "C", "C", "C", "C", "C", "C", "C", "C", "C", "C", "C", "B", "Be", "H", "H", "H", "H", "H", "H", "H", "H", "H", "H", "H", "H", "H", "H", "H", "H", "H", "H", "H", "H", "H", "H", "H", "H", "H", "H", "H", "H", "H", "H"], "xyz": [[-1.707, -0.959, -2.833], [-0.006, -2.416, -0.514], [-1.937, 0.112, 0.723], [-0.650, 0.944, 2.371], [0.469, 0.562, -2.893], [-0.045, -3.085, 2.884], [1.047, 0.029, -0.333], [-1.993, 3.827, -3.727], [1.216, 1.388, -0.767], [1.832, -3.706, 4.170], [-3.670, -2.936, 1.454], [-1.338, 2.612, -3.594], [-3.224, -4.853, 3.417], [-0.296, -0.354, -2.297], [0.357, 0.824, -4.286], [-1.327, 3.283, 2.011], [-2.117, 1.438, 0.729], [-1.321, 1.974, 1.749], [-0.615, 4.360, -5.530], [1.257, -2.952, 3.165], [-4.480, -4.692, 2.933], [-1.619, 4.740, -4.724], [-2.920, 2.332, -0.062], [1.509, 1.307, -2.229], [4.115, 0.821, 1.076], [-2.373, -3.106, 1.980], [-0.322, -4.687, 4.601], [1.022, -4.556, 4.969], [0.049, 3.088, -5.429], [-0.822, -3.998, 3.490], [1.949, -0.428, 0.672], [-0.301, 2.199, -4.441], [5.395, 1.185, 0.612], [-2.941, 3.703, 0.226], [-2.183, -4.066, 2.964], [6.017, 0.433, -0.416], [3.992, -0.835, -0.668], [-2.104, 4.206, 1.268], [0.237, -0.846, -0.981], [3.393, -0.089, 0.354], [-4.711, -3.781, 1.877], [5.247, -0.466, -1.100], [-1.022, -0.272, 1.667], [-0.960, -2.127, 1.802], [1.301, 0.875, -4.729], [5.968, 1.961, 1.200], [7.014, 0.689, -0.727], [3.261, -1.446, -1.241], [1.656, 0.127, 1.680], [-0.214, -0.026, -4.713], [-3.554, 4.350, -0.418], [0.885, 2.970, -6.076], [1.465, -5.144, 5.772], [-2.778, 4.124, -3.045], [1.832, -2.296, 2.587], [-5.692, -3.734, 1.387], [-3.432, 1.893, -0.902], [1.494, 2.377, -2.653], [2.077, 1.883, -0.331], [-2.206, 5.265, 1.441], [-0.834, 3.619, 2.859], [-1.617, 1.959, -2.728], [-3.076, -5.573, 4.211], [-0.992, -5.298, 5.150], [5.719, -0.972, -1.926], [1.780, -1.485, 0.774], [3.678, 1.343, 1.877], [0.309, 1.936, -0.604], [2.938, -3.645, 4.274], [-0.296, 4.990, -6.299], [2.580, 0.913, -2.279], [-5.295, -5.183, 3.430], [-3.935, -2.336, 0.612], [-2.136, 5.704, -4.920]]}



Record 6
{"formula": "C15H9N3O5Tb", "method": "ωB97M-V/def2-TZVPD", "spin_multiplicity": 7, "orbital_gap_ev": [6.9, 7.4], "s_squared": 12.825, "e_lumo_ev": [-4.48, -3.93], "charge": 1, "symbols": ["Tb", "O", "O", "O", "O", "O", "N", "N", "N", "C", "C", "C", "C", "C", "C", "C", "C", "C", "C", "C", "C", "C", "C", "C", "H", "H", "H", "H", "H", "H", "H", "H", "H"], "xyz": [[-0.550, -0.703, -0.127], [-2.265, -1.027, -1.117], [-2.288, -5.095, 1.287], [-4.661, -5.172, -0.500], [-4.671, -2.627, -2.033], [-0.891, -2.451, 0.798], [1.970, 2.035, 0.099], [1.427, -0.062, 1.078], [-0.065, 1.482, -1.000], [3.345, 1.162, 1.821], [1.013, 3.576, -1.427], [-3.867, -4.290, -0.414], [1.736, -1.014, 2.001], [-1.042, 1.862, -1.869], [-3.872, -2.972, -1.210], [-1.044, 3.064, -2.523], [-2.685, -2.240, -0.727], [2.809, -0.926, 2.846], [0.943, 2.336, -0.779], [-2.636, -4.252, 0.512], [3.637, 0.192, 2.748], [-1.999, -2.951, 0.230], [0.016, 3.941, -2.298], [2.219, 1.015, 1.000], [0.054, 4.899, -2.798], [2.662, 2.763, 0.143], [1.848, 4.237, -1.233], [4.498, 0.297, 3.393], [1.080, -1.877, 2.042], [-1.844, 1.151, -2.033], [3.969, 2.040, 1.723], [-1.849, 3.315, -3.197], [3.003, -1.709, 3.563]]}